(1)
Here is a 10-piece molecular cluster, C4H18BO17 overall from OMol25. Energies are from the ωB97M-V functional and the def2-TZVPD basis.

Cartesian coordinates (Å):
O  -3.43  -0.15  0.77
C  -2.19  -0.26  0.57
O  -1.23  0.59  0.49
B  -0.06  -0.03  -0.08
O  -0.28  -1.42  -0.30
C  -1.53  -1.64  0.15
O  -2.05  -2.76  0.16
O  1.18  0.15  0.74
C  2.20  0.66  0.04
O  3.30  1.00  0.49
C  1.62  0.88  -1.38
O  0.38  0.64  -1.39
O  2.25  1.42  -2.34
O  4.60  1.94  -3.73
H  4.57  1.09  -4.18
H  3.69  2.14  -3.53
O  2.28  -2.80  0.20
H  1.51  -3.34  0.37
H  1.92  -1.97  -0.13
O  1.80  2.40  -5.36
H  1.26  2.26  -4.58
H  2.58  2.86  -5.03
O  0.33  0.75  3.25
H  0.42  0.64  2.30
H  1.23  0.72  3.58
O  6.36  0.31  2.16
H  7.18  0.47  1.70
H  5.69  0.33  1.47
O  -5.81  0.81  -0.72
H  -4.97  0.52  -0.36
H  -5.80  0.48  -1.62
O  -2.60  -5.49  0.47
H  -2.42  -4.57  0.33
H  -3.40  -5.50  1.01
O  -3.21  2.89  1.85
H  -3.15  3.10  0.92
H  -3.10  1.94  1.89
O  -3.66  0.01  3.44
H  -3.44  -0.85  3.82
H  -4.04  -0.20  2.59

Output
Energy above the lowest of the compared OMol25 structures with the same formula, charge and spin = 163.5 kJ/mol
Largest force on an atom = 5.829 eV Å⁻¹
E = -39932.093 eV
HOMO energy = -8.434 eV
Net charge = -1

***

(2)
Here is a 5-piece molecular cluster, C4H18N2O5 overall from OMol25. Energies are from the ωB97M-V functional and the def2-TZVPD basis.

Cartesian coordinates (Å):
O  0.48  3.33  -1.27
C  0.23  2.15  -1.27
N  0.26  1.43  -0.08
C  -0.06  0.03  0.15
N  1.09  -0.88  0.41
C  0.06  1.44  -2.61
C  -1.41  1.35  -3.09
H  0.40  1.99  0.75
H  -0.75  -0.04  0.95
H  -0.44  -0.32  -0.84
H  1.40  -1.29  -0.44
H  1.76  -0.55  1.09
H  0.53  0.42  -2.44
H  0.61  1.87  -3.40
H  -2.10  1.68  -2.29
H  -1.62  2.05  -3.89
H  -1.57  0.34  -3.51
H  2.01  -2.16  -1.89
H  3.50  -2.15  -1.47
O  2.80  -2.71  -1.85
H  -2.11  -1.22  2.91
H  -0.75  -0.67  2.66
O  -1.38  -0.81  3.38
H  -1.80  1.62  3.12
H  -0.33  0.96  3.26
O  -0.87  1.66  2.92
H  -0.58  -3.13  3.47
H  0.78  -3.08  2.63
O  -0.16  -3.30  2.63

Output
Energy above the lowest of the compared OMol25 structures with the same formula, charge and spin = 239.2 kJ/mol
Largest force on an atom = 2.747 eV Å⁻¹
E = -17656.888 eV
HOMO energy = -9.470 eV
Net charge = 0
SMILES string = CCC(=O)NCN.O.O.O.O

***

(3)
Here is a 4-piece molecular cluster, C4H18NO3 overall from OMol25. Energies are from the ωB97M-V functional and the def2-TZVPD basis.

Cartesian coordinates (Å):
C  0.03  -0.49  -1.15
C  0.94  -1.71  -0.76
C  2.35  -1.12  -1.00
C  0.78  -2.24  0.71
N  -1.39  -0.80  -0.73
H  0.39  0.32  -0.51
H  0.07  -0.28  -2.21
H  0.58  -2.54  -1.41
H  3.04  -1.02  -0.14
H  2.95  -1.60  -1.78
H  2.30  -0.14  -1.45
H  1.00  -1.38  1.31
H  1.46  -3.04  0.92
H  -0.24  -2.56  0.90
H  -1.94  0.09  -0.55
H  -1.95  -1.36  -1.38
H  -1.43  -1.21  0.20
H  -0.41  2.82  0.46
H  -0.90  3.45  -0.83
O  -0.99  2.64  -0.30
H  -2.12  1.58  1.07
H  -3.57  1.52  0.42
O  -2.74  1.05  0.56
H  0.06  2.41  3.09
H  1.31  2.98  2.34
O  0.42  2.61  2.23

Output
Energy above the lowest of the compared OMol25 structures with the same formula, charge and spin = 80.5 kJ/mol
Largest force on an atom = 2.497 eV Å⁻¹
E = -12066.531 eV
HOMO energy = -14.700 eV
Net charge = +1

***

(4)
Here is a 4-piece molecular cluster, C4H18NO3 overall from OMol25. Energies are from the ωB97M-V functional and the def2-TZVPD basis.

Cartesian coordinates (Å):
C  0.17  0.20  -0.69
C  -0.92  1.00  0.01
C  -1.80  -0.12  0.75
C  -0.43  1.91  1.13
N  1.33  1.16  -0.98
H  0.67  -0.56  -0.09
H  -0.24  -0.33  -1.56
H  -1.64  1.50  -0.64
H  -1.76  -1.01  0.13
H  -1.35  -0.42  1.70
H  -2.87  0.15  0.84
H  0.25  1.46  1.86
H  -1.23  2.22  1.81
H  -0.12  2.92  0.77
H  1.05  2.11  -1.24
H  2.04  1.16  -0.25
H  1.80  0.73  -1.79
H  0.13  -2.73  1.52
H  1.53  -2.91  2.06
O  1.00  -2.32  1.49
H  3.94  1.39  -3.41
H  2.80  0.94  -4.35
O  2.98  1.34  -3.49
H  -2.59  -3.37  0.67
H  -2.59  -3.32  2.29
O  -2.15  -3.09  1.48

Output
Energy above the lowest of the compared OMol25 structures with the same formula, charge and spin = 94.0 kJ/mol
Largest force on an atom = 3.779 eV Å⁻¹
E = -12066.391 eV
HOMO energy = -14.332 eV
Net charge = +1